237
Properties=species:S:1:pos:R:3:mulliken_charge:R:1 method="wB97M-V/def2-TZVPD" smiles="CN(C)P(=O)(N(C)C)N(C)C.CN(C)P(=O)(N(C)C)N(C)C.CN(C)P(=O)(N(C)C)N(C)C.CN(C)P(=O)(N(C)C)N(C)C.CN(C)P(=O)(N(C)C)N(C)C.CN(C)P(=O)(N(C)C)N(C)C.CN(C)P(=O)(N(C)C)N(C)C.c1cc[nH]c1.CCCC#N.CCCC#N" e_lumo_ev=0.273 gap_ev=8.40 homo_energy_ev=-8.1228 fmax_ha_per_bohr=0.056
C 0.674 -7.708 3.064 -1.080
N -0.495 -7.339 3.811 0.444
C -0.709 -8.344 4.806 -1.091
P -1.774 -6.813 2.951 0.234
O -2.502 -7.704 2.010 -0.949
N -2.779 -6.398 4.178 0.532
C -2.390 -5.435 5.135 -0.976
C -4.180 -6.641 4.042 -0.999
N -1.066 -5.559 2.168 0.917
C -1.648 -5.000 0.986 -1.010
C -0.388 -4.524 2.906 -1.508
H 0.717 -7.101 2.154 0.176
H 0.522 -8.745 2.687 0.445
H 1.636 -7.610 3.605 0.315
H 0.132 -8.376 5.505 0.325
H -0.843 -9.296 4.272 0.371
H -1.669 -8.214 5.304 0.349
H -2.718 -5.807 6.104 0.364
H -1.309 -5.296 5.186 0.485
H -2.923 -4.471 5.051 -0.035
H -4.627 -7.142 4.916 0.321
H -4.760 -5.711 3.971 0.052
H -4.405 -7.265 3.173 0.358
H -2.604 -5.522 0.840 0.382
H -1.857 -3.913 1.104 0.289
H -1.105 -5.185 0.056 0.045
H -0.980 -3.808 3.483 -0.034
H 0.223 -4.009 2.166 0.756
H 0.311 -5.080 3.538 0.512
C 5.543 3.563 0.276 -1.132
N 4.298 3.550 -0.405 1.083
C 3.165 3.500 0.455 -0.306
P 4.219 3.353 -2.010 -0.242
O 2.778 3.391 -2.419 -0.613
N 5.336 4.506 -2.530 0.320
C 5.320 5.813 -1.984 -1.030
C 5.689 4.570 -3.929 -1.127
N 4.936 2.010 -2.627 1.028
C 4.245 0.757 -2.352 -0.173
C 6.365 1.872 -2.840 -1.250
H 6.341 3.840 -0.433 0.332
H 5.787 2.603 0.789 0.170
H 5.470 4.338 1.057 0.377
H 3.084 2.597 1.080 0.100
H 2.283 3.534 -0.174 -0.663
H 3.137 4.341 1.119 0.461
H 4.770 5.867 -1.037 0.315
H 6.368 6.173 -1.805 0.279
H 4.883 6.587 -2.624 0.300
H 6.755 4.847 -3.973 0.382
H 5.650 3.606 -4.416 0.253
H 5.134 5.306 -4.488 0.306
H 4.003 0.286 -3.338 -0.424
H 4.783 0.084 -1.681 0.650
H 3.252 0.947 -1.957 -0.517
H 6.831 1.067 -2.279 0.252
H 6.941 2.770 -2.655 0.380
H 6.484 1.680 -3.921 0.328
C 0.009 5.145 -4.177 -0.200
N 0.019 6.336 -3.420 0.391
C 1.198 7.084 -3.596 -1.190
P -1.205 6.855 -2.521 0.260
O -0.833 8.097 -1.857 -0.948
N -2.678 7.073 -3.271 0.310
C -3.008 8.422 -3.653 -1.110
C -3.241 6.016 -4.098 -0.666
N -1.538 5.430 -1.691 1.080
C -2.742 5.440 -0.924 -1.152
C -0.449 4.786 -1.007 -0.598
H -0.803 4.515 -3.826 -0.356
H 0.960 4.604 -3.991 0.244
H -0.016 5.301 -5.274 0.416
H 1.846 6.699 -4.419 0.430
H 1.876 7.104 -2.710 0.272
H 1.006 8.127 -3.792 0.359
H -2.577 8.726 -4.622 0.299
H -4.096 8.578 -3.726 0.330
H -2.644 9.083 -2.862 0.349
H -3.108 6.248 -5.193 0.285
H -2.759 5.087 -3.856 0.053
H -4.324 5.910 -3.998 0.323
H -3.553 5.865 -1.483 0.622
H -3.017 4.373 -0.754 0.027
H -2.663 5.882 0.065 0.276
H -0.695 3.733 -0.820 0.019
H -0.263 5.232 -0.009 -0.198
H 0.424 4.919 -1.623 0.125
C -5.618 -1.876 2.528 -1.033
N -4.768 -1.128 3.377 0.871
C -3.368 -1.382 3.229 -0.602
P -5.331 -0.646 4.841 0.814
O -4.308 0.212 5.455 -1.191
N -6.834 -0.057 4.512 0.136
C -7.594 0.394 5.647 -1.000
C -6.953 0.879 3.405 -0.970
N -5.723 -1.778 5.920 0.362
C -4.896 -2.051 7.073 -0.808
C -6.712 -2.769 5.558 -0.902
H -5.344 -1.662 1.483 0.249
H -6.656 -1.621 2.710 0.553
H -5.457 -2.971 2.612 0.062
H -2.829 -1.256 4.156 0.576
H -2.891 -0.697 2.486 -0.560
H -3.231 -2.405 2.846 0.109
H -7.433 -0.291 6.468 0.373
H -7.330 1.414 5.942 0.260
H -8.658 0.386 5.382 0.330
H -6.561 1.864 3.715 0.225
H -6.406 0.561 2.528 0.316
H -8.041 0.976 3.173 0.367
H -4.444 -1.136 7.449 0.187
H -5.489 -2.538 7.858 0.372
H -4.106 -2.771 6.777 0.085
H -7.278 -2.463 4.696 0.359
H -7.387 -3.025 6.381 0.346
H -6.200 -3.717 5.335 0.163
C 0.222 4.827 2.990 -0.538
N -0.604 4.804 4.175 0.378
C -0.530 6.017 4.954 -1.046
P -2.160 4.316 3.946 0.169
O -3.088 5.177 3.218 -0.990
N -1.865 2.964 3.081 1.136
C -2.898 2.527 2.162 -0.285
C -1.094 1.909 3.749 -0.132
N -2.709 4.066 5.476 0.481
C -4.143 4.055 5.774 -1.096
C -1.885 3.659 6.599 -1.205
H 0.121 3.936 2.365 -0.465
H 1.252 4.883 3.336 0.524
H -0.007 5.684 2.354 0.471
H -0.863 5.813 5.970 0.197
H -1.232 6.761 4.565 0.370
H 0.464 6.413 4.913 0.441
H -2.393 1.872 1.415 -0.164
H -3.697 1.948 2.668 -0.259
H -3.296 3.369 1.612 0.317
H -0.635 1.272 3.003 -0.567
H -0.363 2.392 4.368 0.554
H -1.800 1.325 4.341 -0.072
H -4.687 4.422 4.912 0.287
H -4.435 3.055 6.108 0.154
H -4.242 4.760 6.619 0.368
H -1.746 4.479 7.339 0.310
H -0.864 3.350 6.333 0.343
H -2.352 2.791 7.101 0.344
C 6.451 -5.881 -2.324 -1.172
N 5.093 -6.207 -1.981 0.299
C 4.474 -7.103 -2.941 -1.206
P 4.276 -5.110 -1.043 0.284
O 5.183 -4.561 -0.049 -1.052
N 3.536 -3.892 -1.835 0.677
C 2.947 -4.200 -3.098 -1.065
C 3.711 -2.464 -1.589 -1.147
N 3.072 -6.168 -0.543 0.472
C 3.515 -7.329 0.260 -1.075
C 1.818 -5.601 -0.072 -1.037
H 6.845 -5.458 -1.411 0.390
H 6.669 -5.298 -3.227 0.199
H 6.895 -6.896 -2.440 0.375
H 3.431 -7.315 -2.740 0.387
H 4.982 -8.050 -2.821 0.445
H 4.618 -6.815 -4.005 0.294
H 2.526 -5.213 -3.146 0.371
H 2.163 -3.510 -3.385 0.312
H 3.664 -4.099 -3.930 0.169
H 4.384 -2.325 -0.769 0.467
H 4.158 -2.053 -2.497 0.247
H 2.752 -1.959 -1.366 0.440
H 3.834 -7.023 1.250 0.315
H 2.657 -8.015 0.377 0.335
H 4.334 -7.886 -0.195 0.357
H 1.854 -5.321 1.014 0.373
H 1.050 -6.344 -0.248 0.505
H 1.543 -4.687 -0.602 0.086
C 1.340 1.734 -4.830 -0.082
N 1.940 0.689 -5.623 1.109
C 2.533 1.255 -6.802 -1.201
P 1.352 -0.842 -5.545 0.090
O 1.097 -1.120 -4.123 -0.928
N 0.101 -1.198 -6.486 0.461
C 0.121 -0.839 -7.880 -1.070
C -1.246 -1.201 -5.984 -1.125
N 2.502 -1.652 -6.456 0.201
C 3.941 -1.449 -6.147 -0.853
C 2.212 -3.046 -6.789 -1.069
H 2.118 2.327 -4.340 -0.331
H 0.672 1.379 -4.030 -0.447
H 0.716 2.353 -5.482 0.356
H 3.453 1.783 -6.504 0.163
H 1.837 1.951 -7.243 0.254
H 2.767 0.487 -7.535 0.463
H -0.261 0.183 -8.041 0.262
H 1.122 -0.881 -8.350 0.322
H -0.530 -1.581 -8.407 0.348
H -1.196 -1.420 -4.918 0.215
H -1.809 -0.254 -6.169 0.240
H -1.727 -1.991 -6.531 0.459
H 4.140 -0.475 -5.725 0.133
H 4.367 -2.250 -5.527 0.219
H 4.422 -1.457 -7.124 0.354
H 2.877 -3.751 -6.305 0.329
H 2.351 -3.279 -7.866 0.271
H 1.180 -3.295 -6.562 0.406
C 0.398 1.020 0.329 0.708
C -0.034 -0.370 0.581 0.089
C 0.283 -1.113 -0.517 -1.451
N 0.839 -0.252 -1.407 1.813
C 0.806 1.052 -0.972 -0.309
H 0.282 1.855 1.006 -0.805
H -0.387 -0.753 1.526 -0.245
H 0.094 -2.143 -0.750 0.773
H 1.107 -0.455 -2.370 -0.168
H 1.120 1.871 -1.583 0.064
C -2.487 1.953 -3.194 -1.068
C -2.607 0.463 -2.994 0.439
C -2.848 0.066 -1.511 0.833
C -3.091 -1.347 -1.372 -0.193
N -3.212 -2.502 -1.341 -0.677
H -3.420 2.476 -2.839 0.446
H -2.237 2.234 -4.234 0.406
H -1.633 2.347 -2.583 -0.164
H -1.707 -0.076 -3.261 -0.705
H -3.430 0.135 -3.625 0.745
H -3.757 0.555 -1.222 0.824
H -2.016 0.423 -0.868 -0.939
C 3.064 -1.224 1.996 0.207
C 3.444 -0.568 3.337 -1.037
C 2.227 0.113 3.952 0.148
C 1.080 -0.799 4.073 0.150
N 0.127 -1.458 4.092 -0.430
H 2.695 -0.556 1.205 -0.297
H 2.235 -1.910 2.246 -0.095
H 3.864 -1.845 1.574 0.364
H 4.313 0.094 3.292 0.377
H 3.677 -1.446 3.933 0.401
H 1.926 0.937 3.287 -0.310
H 2.368 0.539 4.937 0.554